1.
ORCA calculation (ωB97M-V/def2-TZVPD) on C7H8N2O as an isolated structure.

Geometry as ORCA input:
```
! RIJCOSX wB97M-V def2-TZVPD def2/J DEFGRID3
* xyz 0 3
C 1.320 -0.433 -0.017
C 1.087 1.497 -0.303
C 2.716 -0.318 -0.076
C 3.539 -1.417 0.035
C -0.370 1.590 -0.072
C -0.845 0.074 -0.523
C -2.286 -0.244 -0.168
N 2.314 1.828 -0.221
N 3.238 0.981 -0.133
O 0.112 -0.884 0.048
H 4.597 -1.600 -0.428
H 3.301 -2.379 0.462
H -0.388 1.768 0.971
H -0.827 2.389 -0.717
H -0.819 0.081 -1.634
H -2.739 0.774 -0.304
H -2.336 -0.458 0.928
H -2.786 -0.895 -0.852
*
```

gap between HOMO and LUMO (alpha / beta) = 7.68 / 7.00 eV
ΔE to the lowest compared entry with this formula, charge and spin = 67.7 kcal per mole
expectation value of S² = 2.048


2.
ORCA calculation (ωB97M-V/def2-TZVPD) on the molecule C7H8N2O2.

Geometry as ORCA input:
```
! RIJCOSX wB97M-V def2-TZVPD def2/J DEFGRID3
* xyz 0 1
C -1.493 -0.635 0.031
C -1.888 0.730 0.144
C -0.899 1.691 0.076
C 0.502 1.173 -0.169
C 0.876 -0.219 -0.363
C -0.264 -1.130 -0.193
C 2.370 -0.731 -0.054
H -3.339 -1.051 0.678
H -2.390 -2.339 0.171
H -2.927 1.078 -0.120
H -0.938 2.848 0.686
H 2.358 1.263 -0.398
H 1.555 3.148 -0.234
H -0.076 -2.133 -0.682
H 1.649 -2.118 0.482
N -2.730 -1.473 -0.174
N 1.592 1.964 -0.110
O 2.599 -2.099 0.124
O 3.441 0.033 0.104
*
```

gap between HOMO and LUMO = 7.48 eV
ΔE to the lowest compared entry with this formula, charge and spin = 114.4 kcal per mole
SMILES = Nc1ccc(N)c(C(=O)O)c1


3.
ORCA calculation (ωB97M-V/def2-TZVPD) on C7H8N2O2 as an isolated structure.

Geometry as ORCA input:
```
! RIJCOSX wB97M-V def2-TZVPD def2/J DEFGRID3
* xyz 0 3
C -1.622 1.521 -0.040
C -1.172 0.294 0.259
C 0.727 0.786 0.123
C -2.810 -1.330 0.145
C 1.758 -0.248 0.099
C 3.169 0.366 -0.199
C 1.451 -1.511 0.302
N 0.662 2.038 -0.082
N -1.678 -0.880 0.498
O -3.789 -0.901 -0.663
O -0.609 2.561 -0.109
H -2.610 1.885 -0.157
H -3.032 -2.276 0.529
H 3.974 -0.362 0.080
H 3.204 0.501 -1.211
H 3.256 1.358 0.342
H 0.447 -1.724 0.704
H 2.322 -2.137 0.296
H -3.648 0.057 -0.918
*
```

gap between HOMO and LUMO (alpha / beta) = 4.23 / 5.47 eV
ΔE to the lowest compared entry with this formula, charge and spin = 100.0 kcal per mole
expectation value of S² = 2.023


4.
ORCA calculation (ωB97M-V/def2-TZVPD) on the molecule C7H8N2O3.

Geometry as ORCA input:
```
! RIJCOSX wB97M-V def2-TZVPD def2/J DEFGRID3
* xyz 0 1
C -0.938 1.134 -0.892
C -1.762 1.342 -1.969
C -1.572 -0.815 -1.705
C -0.826 -0.241 -0.715
C -0.116 -1.019 0.282
C 1.003 -0.042 1.139
C 1.406 -0.477 2.331
N -2.157 0.127 -2.415
N 1.994 0.773 0.441
O 0.863 -1.470 3.034
O 2.458 0.225 2.917
O -0.454 -2.114 0.731
H -0.371 1.773 -0.239
H -1.943 2.380 -2.406
H -1.721 -1.810 -1.795
H -2.811 -0.133 -3.103
H 2.648 0.978 2.235
H 1.502 1.251 -0.259
H 2.522 0.185 -0.092
H 0.274 -2.049 2.481
*
```

gap between HOMO and LUMO = 8.81 eV
ΔE to the lowest compared entry with this formula, charge and spin = 49.7 kcal per mole
SMILES = NC(C(=O)c1cc[nH]c1)=C(O)O


5.
ORCA calculation (ωB97M-V/def2-TZVPD) on a 2-piece molecular cluster, C7H8N2O3 overall.

Geometry as ORCA input:
```
! RIJCOSX wB97M-V def2-TZVPD def2/J DEFGRID3
* xyz 0 1
C -0.022 -0.283 -1.453
C 1.111 0.143 2.267
C -1.084 1.573 -0.127
C -1.317 2.894 0.011
C 1.430 -3.365 -0.263
C -1.000 0.830 -1.535
C -0.725 0.753 1.161
N 1.476 -0.607 3.063
N 0.986 -0.838 -1.468
O 0.365 -3.668 -0.647
O 1.892 -1.645 -1.399
O 0.658 0.913 1.298
H -1.277 3.320 0.945
H -1.422 3.580 -0.818
H 1.567 -2.563 0.749
H 2.386 -3.669 -0.720
H -0.710 1.439 -2.425
H -1.983 0.396 -1.636
H -1.290 1.202 1.882
H -1.042 -0.403 1.115
*
```

gap between HOMO and LUMO = 9.38 eV
ΔE to the lowest compared entry with this formula, charge and spin = 168.4 kcal per mole
SMILES = C=C(CC#[N+][O-])COC#N.C=O


6.
ORCA calculation (ωB97M-V/def2-TZVPD) on C7H8N2O5Tl as an isolated structure.

Geometry as ORCA input:
```
! RIJCOSX wB97M-V def2-TZVPD def2/J DEFGRID3
* xyz 3 1
Tl -0.001 0.068 -0.381
C -0.003 1.816 1.709
O -0.008 2.700 2.441
C -0.006 2.816 -1.523
O -0.009 3.923 -1.826
C -2.723 -0.321 -0.022
O -3.771 0.097 0.101
C 2.715 -0.313 -0.024
O 3.778 0.115 0.102
C 0.004 -1.989 -2.092
H 0.949 -2.500 -1.877
H -0.939 -2.504 -1.877
C 0.002 -0.869 -2.851
H -0.936 -0.463 -3.245
H 0.938 -0.459 -3.245
N 1.171 -0.392 4.527
C 0.003 -0.520 3.835
N -1.169 -0.403 4.526
O 0.003 -0.667 2.598
H 1.245 -0.224 5.522
H 2.049 -0.312 4.053
H -2.046 -0.334 4.048
H -1.246 -0.238 5.519
*
```

gap between HOMO and LUMO (alpha / beta) = 7.93 / 4.28 eV


7.
ORCA calculation (ωB97M-V/def2-TZVPD) on C7H8N2OS as an isolated structure.

Geometry as ORCA input:
```
! RIJCOSX wB97M-V def2-TZVPD def2/J DEFGRID3
* xyz 0 1
C -2.416 0.534 2.485
C -1.430 -0.355 2.251
C -2.105 0.510 0.363
C 0.327 -2.246 0.357
C -0.105 -1.011 0.254
C 0.613 0.189 -1.237
C 2.826 1.322 -2.322
N -2.771 1.150 1.295
N -1.207 -0.393 0.848
O -0.064 0.410 -2.165
S 2.243 0.472 -0.817
H -2.777 0.686 3.457
H -0.721 -0.992 2.765
H -2.154 0.577 -0.685
H -0.263 -2.947 1.104
H 1.164 -2.542 -0.091
H 2.213 2.201 -2.692
H 2.793 0.687 -3.093
H 3.834 1.749 -2.078
*
```

gap between HOMO and LUMO = 9.24 eV
ΔE to the lowest compared entry with this formula, charge and spin = 74.9 kcal per mole


8.
ORCA calculation (ωB97M-V/def2-TZVPD) on a 2-piece molecular cluster, C7H8N4 overall.

Geometry as ORCA input:
```
! RIJCOSX wB97M-V def2-TZVPD def2/J DEFGRID3
* xyz 0 1
C 1.226 0.518 -1.918
C -2.767 1.571 -0.914
C -0.250 0.672 1.376
C 0.522 0.700 -0.737
C 0.354 -0.294 0.417
C -0.326 -1.557 -0.085
C 1.680 -0.760 1.030
N 1.724 0.406 -2.960
N -3.095 0.485 -0.844
N -0.529 1.786 0.837
N -0.090 1.815 -0.476
H -2.383 2.540 -0.985
H -0.383 0.465 2.363
H -1.381 -1.271 -0.336
H -0.384 -2.334 0.598
H 0.188 -2.076 -0.844
H 2.332 -0.892 0.115
H 1.364 -1.635 1.535
H 2.197 -0.140 1.828
*
```

gap between HOMO and LUMO = 9.58 eV
ΔE to the lowest compared entry with this formula, charge and spin = 84.1 kcal per mole
SMILES = CC1(C)C=NN=C1C#N.C#N


9.
ORCA calculation (ωB97M-V/def2-TZVPD) on a 2-piece molecular cluster, C7H8N4O overall.

Geometry as ORCA input:
```
! RIJCOSX wB97M-V def2-TZVPD def2/J DEFGRID3
* xyz 0 1
C -1.535 1.645 0.277
C -1.271 -2.378 -0.154
C -0.188 1.074 -0.127
C -2.817 -0.203 -0.451
C 4.431 -0.336 0.487
C -1.575 -1.009 -0.313
C -0.362 -0.394 -0.151
N -2.659 1.110 0.138
N 0.005 -2.542 0.069
N 3.599 0.207 -0.275
N 2.868 0.752 -0.944
O 0.582 -1.311 0.082
H -1.526 2.627 0.733
H -1.934 -3.218 -0.202
H 0.068 1.455 -1.122
H 0.607 1.381 0.554
H -3.092 -0.060 -1.505
H -3.663 -0.682 0.050
H 5.338 -0.738 0.084
H 4.170 -0.514 1.512
*
```

gap between HOMO and LUMO = 9.59 eV
ΔE to the lowest compared entry with this formula, charge and spin = 99.5 kcal per mole


10.
ORCA calculation (ωB97M-V/def2-TZVPD) on the molecule C7H8N4O2S.

Geometry as ORCA input:
```
! RIJCOSX wB97M-V def2-TZVPD def2/J DEFGRID3
* xyz 0 3
C 1.794 1.933 2.408
C 2.951 1.713 2.104
C 0.122 0.593 0.503
C -2.328 0.575 -0.173
C 2.045 -0.870 1.418
C -0.836 0.909 -0.608
C 1.147 -0.332 0.346
N 0.541 1.874 2.467
N -0.216 1.204 1.683
N -2.680 -0.690 -0.476
N 3.341 -1.078 0.918
O -3.059 1.391 0.396
O 1.692 -1.077 2.584
S 4.523 1.845 1.915
H -0.788 2.058 -0.696
H -0.477 0.506 -1.497
H 1.506 -0.528 -0.604
H -1.120 1.544 1.699
H -1.863 -1.256 -0.530
H -3.499 -1.141 -0.054
H 3.525 -0.814 -0.045
H 3.938 -1.580 1.576
*
```

gap between HOMO and LUMO (alpha / beta) = 7.51 / 6.53 eV
expectation value of S² = 2.035


11.
ORCA calculation (ωB97M-V/def2-TZVPD) on an isolated ion of composition C7H8NO2S and charge -1.

Geometry as ORCA input:
```
! RIJCOSX wB97M-V def2-TZVPD def2/J DEFGRID3
* xyz -1 1
C -1.313 -1.624 0.293
C -1.837 -0.413 0.784
C -0.256 -1.753 -0.558
C -1.574 0.919 0.538
C 1.965 -0.854 -0.033
C 0.685 -0.822 -1.174
C 0.702 2.443 0.213
N 0.170 0.400 -1.579
O 1.699 -0.110 0.911
O 2.875 -1.500 -0.493
S -0.653 1.521 -0.788
H -1.668 -2.532 0.766
H -2.448 -0.462 1.609
H 0.011 -2.786 -0.856
H -2.226 1.533 1.120
H 1.347 -1.421 -1.819
H 0.153 2.972 0.902
H 1.255 2.904 -0.585
H 1.112 1.586 0.749
*
```

gap between HOMO and LUMO = 6.10 eV
ΔE to the lowest compared entry with this formula, charge and spin = 53.1 kcal per mole


12.
ORCA calculation (ωB97M-V/def2-TZVPD) on the molecule C7H8O.

Geometry as ORCA input:
```
! RIJCOSX wB97M-V def2-TZVPD def2/J DEFGRID3
* xyz 0 1
C -1.009 1.580 1.479
C -0.953 0.068 1.339
C 0.085 -1.663 -0.684
C 0.998 0.165 -1.589
C 0.341 0.938 1.399
C 0.693 0.376 0.014
C -0.733 -0.442 -0.129
H -1.328 2.117 0.479
H -1.393 2.007 2.471
H -1.432 -0.527 2.230
H -0.642 -2.416 -1.170
H 1.523 0.915 -2.546
H 1.398 1.074 2.026
H 1.100 -0.718 0.434
H -1.560 0.054 -0.675
O 0.725 -1.080 -1.779
*
```

gap between HOMO and LUMO = 8.00 eV
ΔE to the lowest compared entry with this formula, charge and spin = 229.0 kcal per mole


13.
ORCA calculation (ωB97M-V/def2-TZVPD) on the molecule C7H8O.

Geometry as ORCA input:
```
! RIJCOSX wB97M-V def2-TZVPD def2/J DEFGRID3
* xyz 0 1
C -1.474 0.867 0.116
C -1.473 -1.332 0.067
C -0.153 -0.964 -0.162
C 1.303 -1.290 -0.152
C 2.071 -0.257 -0.120
C 1.040 0.991 -0.023
C -0.268 0.456 -0.440
H -1.455 0.962 1.277
H -1.897 1.837 -0.184
H -2.121 -2.262 0.696
H 1.634 -2.228 -0.242
H 3.233 -0.172 0.077
H 1.020 0.911 1.125
H 1.318 2.003 -0.319
H -0.295 0.768 -1.373
O -2.483 -0.292 -0.343
*
```

gap between HOMO and LUMO = 9.17 eV
ΔE to the lowest compared entry with this formula, charge and spin = 123.8 kcal per mole
SMILES = C1=CC2=COC[C@H]2C1


| no. | largest force on an atom (eV/Å) | M (g/mol) |
| --- | --- | --- |
| 1 | 7.1 | 136.154 |
| 2 | 6.7 | 152.153 |
| 3 | 7.3 | 152.153 |
| 4 | 4.7 | 168.152 |
| 5 | 5.2 | 168.152 |
| 6 | 4.7 | 404.533 |
| 7 | 6.0 | 168.221 |
| 8 | 3.4 | 148.169 |
| 9 | 2.5 | 164.168 |
| 10 | 4.6 | 212.234 |
| 11 | 3.2 | 170.213 |
| 12 | 4.8 | 108.140 |
| 13 | 6.6 | 108.140 |